24
Properties=species:S:1:pos:R:3:lowdin_charge:R:1 method="wB97M-V/def2-TZVPD" de_lowest_kcal_mol=49.9 fmax_ev_per_a=0.3 molar_mass_g_mol=144.1
O 1.17 -1.43 -3.01 -0.06
H 1.70 -1.23 -2.24 0.03
H 0.57 -0.67 -3.12 -0.02
O 2.09 -1.94 0.99 -0.07
H 2.39 -1.20 1.53 0.03
H 1.31 -1.60 0.52 -0.02
O -0.82 0.60 4.01 -0.04
H -0.29 0.33 3.25 0.02
H -0.88 1.55 3.96 0.03
O -0.51 -3.33 2.19 -0.06
H -0.10 -2.56 1.79 -0.02
H 0.18 -3.69 2.76 0.03
O -1.50 1.47 0.69 -0.04
H -2.40 1.78 0.53 0.08
H -1.16 2.04 1.38 0.06
O -0.42 1.01 -3.45 -0.04
H -1.24 0.88 -3.95 0.06
H 0.17 1.44 -4.07 0.06
O -0.16 -0.87 -0.24 -0.04
H -0.36 -0.76 -1.17 0.03
H -0.70 -0.20 0.22 0.02
O 0.50 3.10 -0.68 -0.06
H 0.69 2.72 -1.54 0.02
H -0.25 2.57 -0.35 -0.02